{
  "formula": "C53H101F3NO22S6",
  "method": "ωB97M-V with the def2-TZVPD basis set",
  "elements": ["C", "C", "N", "C", "C", "C", "C", "C", "O", "C", "H", "H", "H", "H", "H", "H", "H", "H", "H", "H", "H", "H", "H", "H", "H", "H", "H", "H", "H", "H", "F", "C", "C", "C", "C", "C", "C", "H", "H", "H", "H", "H", "F", "C", "C", "C", "C", "C", "C", "H", "H", "H", "H", "H", "F", "C", "C", "C", "C", "C", "C", "H", "H", "H", "H", "H", "C", "S", "O", "C", "H", "H", "H", "H", "H", "H", "C", "S", "O", "C", "H", "H", "H", "H", "H", "H", "C", "S", "O", "C", "H", "H", "H", "H", "H", "H", "C", "S", "O", "C", "H", "H", "H", "H", "H", "H", "C", "S", "O", "C", "H", "H", "H", "H", "H", "H", "C", "S", "O", "C", "H", "H", "H", "H", "H", "H", "C", "O", "C", "O", "O", "C", "H", "H", "H", "H", "H", "H", "C", "O", "C", "O", "O", "C", "H", "H", "H", "H", "H", "H", "C", "O", "C", "O", "O", "C", "H", "H", "H", "H", "H", "H", "C", "O", "C", "O", "O", "C", "H", "H", "H", "H", "H", "H", "C", "O", "C", "O", "O", "C", "H", "H", "H", "H", "H", "H"],
  "coordinates": [[0.7602, 2.0069, 0.6537], [1.0568, 0.5679, 0.2342], [0.7480, 0.2355, -1.1908], [1.2711, 1.3412, -2.0790], [1.3995, -1.0625, -1.6046], [2.9268, -1.0850, -1.6986], [-0.7321, 0.1899, -1.4318], [-1.3316, -1.1982, -1.3000], [-1.0681, -1.6947, -0.0080], [-1.9511, -2.6942, 0.4490], [0.8310, 2.0268, 1.7431], [-0.2094, 2.3785, 0.3220], [1.5296, 2.6933, 0.2924], [0.6217, -0.1667, 0.9085], [2.1276, 0.4170, 0.3437], [1.1580, 0.9963, -3.1069], [2.3366, 1.4825, -1.9178], [0.6961, 2.2348, -1.8642], [1.0246, -1.3056, -2.5971], [1.1004, -1.7468, -0.8127], [3.4116, -0.9405, -0.7321], [3.2617, -0.3356, -2.4176], [3.2209, -2.0774, -2.0362], [-1.0214, 0.6637, -2.3662], [-1.1405, 0.8372, -0.6575], [-1.0049, -1.8803, -2.0873], [-2.4127, -1.0237, -1.3443], [-1.7686, -3.6926, 0.0438], [-2.9961, -2.4370, 0.2342], [-1.8446, -2.6954, 1.5349], [-5.5658, 0.2566, -1.8004], [-4.7200, -0.3935, -2.6300], [-4.6353, -1.7789, -2.5616], [-3.7744, -2.4456, -3.4119], [-2.9502, -1.7284, -4.2663], [-3.0214, -0.3356, -4.3147], [-3.8921, 0.3423, -3.4477], [-5.2740, -2.3513, -1.9036], [-3.8106, -3.5256, -3.4616], [-2.2894, -2.2786, -4.9238], [-2.3584, 0.2128, -4.9700], [-3.9373, 1.4195, -3.5400], [3.0592, -4.4836, -3.6160], [1.7693, -4.4331, -3.2155], [0.7661, -4.4597, -4.1548], [-0.5666, -4.5821, -3.7980], [-0.8917, -4.5604, -2.4368], [0.1205, -4.4516, -1.4740], [1.4582, -4.4411, -1.8719], [0.9941, -4.5894, -5.2078], [-1.3224, -4.4950, -4.5669], [-1.9307, -4.6528, -2.1453], [-0.1976, -4.5071, -0.4433], [2.2378, -4.4636, -1.1204], [-1.7000, 4.9404, 0.9091], [-0.7048, 5.8090, 0.6623], [-0.6809, 6.9916, 1.4030], [0.3485, 7.9191, 1.1817], [1.3059, 7.6409, 0.2217], [1.2836, 6.4631, -0.4813], [0.2946, 5.5136, -0.2325], [-1.4666, 7.1034, 2.1387], [0.2848, 8.8470, 1.7313], [2.0519, 8.3890, -0.0229], [1.9291, 6.2115, -1.3129], [0.2926, 4.5697, -0.7651], [0.2480, -2.1489, -7.0301], [1.2624, -1.4387, -5.6831], [0.3880, -0.2666, -5.3136], [2.6849, -0.8484, -6.6559], [-0.1029, -1.2936, -7.6072], [-0.6438, -2.5482, -6.5447], [0.6849, -2.9422, -7.6336], [2.9458, -1.6104, -7.3898], [3.5134, -0.6309, -5.9891], [2.3682, 0.0559, -7.1756], [3.6367, -0.4663, 4.2988], [3.9999, -0.7284, 2.5384], [2.7456, -1.2372, 1.8615], [3.9990, 1.0689, 2.1800], [2.7366, 0.1439, 4.3689], [4.5135, -0.0340, 4.7821], [3.4317, -1.3738, 4.8693], [4.0502, 1.2994, 1.1195], [4.7313, 1.6627, 2.7264], [3.0200, 1.3598, 2.5706], [5.7730, 3.0142, -1.5092], [4.3330, 3.6803, -0.5925], [3.2103, 4.0397, -1.5181], [5.0455, 5.3099, -0.1853], [5.4658, 2.0847, -1.9910], [6.6201, 2.7917, -0.8613], [6.0727, 3.7159, -2.2881], [5.9028, 5.0956, 0.4564], [4.2464, 5.8438, 0.3232], [5.4010, 5.8691, -1.0486], [-2.5615, -1.9663, 6.3581], [-3.1570, -3.2357, 5.2024], [-2.5310, -2.9363, 3.8629], [-2.1962, -4.6568, 5.8172], [-2.9053, -0.9648, 6.1179], [-1.4686, -1.9814, 6.3439], [-2.8378, -2.3089, 7.3573], [-2.8288, -5.3018, 6.4220], [-1.2319, -4.3793, 6.2358], [-1.9980, -5.1876, 4.8839], [2.6555, 4.6641, 2.9823], [1.6702, 4.1787, 4.4574], [2.1646, 2.8247, 4.8081], [2.5320, 5.3903, 5.5338], [2.0879, 4.4530, 2.0746], [3.5191, 3.9988, 2.9479], [2.9209, 5.7138, 3.0699], [2.2769, 6.4048, 5.2365], [3.5703, 5.1353, 5.3253], [2.2559, 5.2294, 6.5721], [-6.6459, 0.5906, 1.4286], [-6.3587, -1.1828, 1.4082], [-5.1991, -1.3512, 0.4932], [-5.7450, -1.3631, 3.1092], [-6.8750, 0.9664, 0.4318], [-5.6927, 1.0417, 1.7049], [-7.4240, 0.9477, 2.1030], [-5.1352, -0.5397, 3.4787], [-5.1171, -2.2544, 3.0450], [-6.5345, -1.5883, 3.8261], [-5.1799, -5.1406, 1.9725], [-4.4618, -5.2102, 0.7518], [-3.2883, -5.8167, 0.6811], [-2.7186, -5.9083, -0.3710], [-2.7933, -6.1934, 1.8674], [-1.4049, -6.4724, 1.9028], [-6.1348, -4.6350, 1.8217], [-4.6748, -4.5359, 2.7270], [-5.4332, -6.1568, 2.2759], [-1.1377, -6.5142, 2.9620], [-0.7503, -5.7380, 1.4381], [-1.2178, -7.4937, 1.5650], [0.3487, 0.9560, 6.1893], [-0.7300, 1.0717, 5.2951], [-0.7474, 0.4742, 4.1036], [0.1287, -0.2201, 3.6640], [-1.9310, 0.7503, 3.5770], [-2.2912, 0.0092, 2.4148], [1.2681, 0.6156, 5.7274], [0.0737, 0.3181, 7.0359], [0.5088, 1.9140, 6.6803], [-2.4675, -1.0395, 2.6673], [-1.5780, -0.0033, 1.5908], [-3.2695, 0.3751, 2.1096], [5.7346, 1.7340, -5.1908], [4.9664, 2.8860, -4.9000], [3.6734, 2.7804, -4.6707], [3.0568, 1.7381, -4.6554], [3.1728, 3.9807, -4.4938], [1.7940, 4.1092, -4.2860], [5.2439, 0.8677, -4.7367], [6.7223, 1.7754, -4.7405], [5.7779, 1.5755, -6.2658], [1.4789, 3.6886, -3.3319], [1.1752, 3.8140, -5.1346], [1.4880, 5.1524, -4.1574], [0.5871, -3.2078, 2.6354], [0.8127, -4.2178, 1.6542], [1.5103, -5.2761, 2.0283], [1.7787, -5.5950, 3.1528], [1.7438, -6.0018, 0.9460], [2.3000, -7.3028, 1.0958], [-0.1450, -3.5020, 3.3821], [0.3122, -2.2990, 2.1036], [1.5132, -2.8679, 3.0967], [1.5660, -7.9957, 1.5070], [3.1646, -7.3284, 1.7578], [2.5830, -7.5830, 0.0858], [-3.5014, 2.6347, -0.1033], [-3.5360, 3.6944, -1.0649], [-2.5239, 3.9006, -1.8576], [-1.5634, 3.1772, -1.9826], [-2.7371, 5.0625, -2.4872], [-1.6764, 5.5363, -3.2809], [-2.5005, 2.5581, 0.3149], [-3.8373, 1.7444, -0.6318], [-4.1987, 2.7999, 0.7094], [-0.8435, 5.9480, -2.7011], [-1.9786, 6.3522, -3.9322], [-1.2330, 4.7441, -3.8886]],
  "forces_ev_per_angstrom": [[0.241, -0.234, -0.013], [0.716, 0.180, 0.401], [0.692, 0.967, -1.165], [0.114, -0.638, -0.037], [0.632, -0.225, 0.572], [-0.328, 0.574, 0.202], [-0.444, -0.400, 0.838], [-0.657, 0.580, 0.356], [0.688, 0.008, -0.040], [-0.763, -0.009, 0.472], [-0.281, 0.017, 0.030], [-0.061, 0.006, 0.176], [-0.070, -0.009, -0.186], [-0.338, -0.024, -0.299], [-0.050, -0.102, -0.103], [-0.238, 0.210, -0.060], [-0.122, 0.201, 0.307], [0.055, 0.047, -0.175], [-0.382, -0.136, 0.177], [-0.234, -0.375, -0.433], [-0.058, 0.114, 0.002], [0.260, -0.181, -0.044], [-0.081, 0.007, -0.166], [0.405, -0.263, -0.264], [-0.221, -0.108, -0.029], [-0.164, -0.014, 0.031], [-0.011, -0.210, -0.522], [0.122, 0.281, -0.022], [0.059, 0.107, -0.084], [-0.012, -0.335, -0.108], [-0.077, 0.068, -0.238], [0.432, -0.302, 0.523], [-0.605, -0.041, -0.065], [-0.123, 0.245, -0.264], [-0.060, 0.218, -0.331], [0.044, -0.527, 0.736], [0.348, -0.021, -1.072], [-0.058, 0.246, 0.145], [0.205, -0.040, 0.207], [0.082, 0.184, -0.045], [-0.032, 0.051, -0.034], [-0.223, 0.045, 0.356], [-0.043, 0.202, 0.049], [-0.459, -0.300, 0.349], [-0.101, -0.835, -1.259], [0.298, 1.090, 1.110], [0.159, 0.119, -0.401], [-0.609, -0.772, -0.997], [0.006, 0.227, 0.620], [0.337, 0.347, 0.050], [-0.105, -0.510, 0.019], [0.130, 0.070, 0.166], [0.603, 0.095, -0.011], [0.058, 0.049, -0.054], [-0.064, -0.279, -0.125], [0.580, 0.863, 0.774], [0.271, -0.357, -0.285], [-1.318, -0.784, 0.289], [0.565, 0.960, -0.151], [-0.587, -0.923, -0.417], [-0.138, -0.330, -0.281], [0.047, 0.360, 0.011], [0.382, 0.094, -0.049], [0.009, -0.023, 0.088], [0.472, 0.295, 0.268], [-0.070, 0.063, -0.048], [-0.115, 0.070, 0.310], [-0.735, 0.175, -0.418], [0.659, -0.228, 0.268], [-0.627, 0.055, -0.240], [0.289, -0.010, -0.212], [0.152, -0.053, 0.200], [0.296, 0.163, 0.025], [0.095, -0.085, 0.128], [-0.068, -0.011, 0.077], [0.011, 0.043, 0.050], [-0.217, -0.247, 0.243], [-0.451, 0.067, -0.195], [1.063, 0.351, 0.546], [-0.685, 0.001, 0.552], [0.216, 0.268, -0.051], [-0.070, 0.381, -0.207], [0.072, -0.374, -0.608], [0.141, -0.363, -0.073], [0.276, -0.376, 0.040], [-0.027, 0.224, -0.208], [-0.393, 0.157, -0.496], [0.273, 1.079, -0.198], [0.330, -0.712, -0.077], [0.364, -0.889, 0.268], [-0.155, 0.004, 0.091], [-0.190, 0.158, 0.292], [-0.066, 0.060, 0.020], [-0.122, 0.293, 0.259], [0.116, 0.058, 0.136], [-0.259, -0.242, -0.271], [0.681, -0.808, 0.236], [0.656, 0.261, -0.379], [-0.430, 0.036, 0.495], [-0.298, 0.071, -0.699], [-0.341, -0.129, -0.075], [-0.003, 0.049, -0.281], [-0.328, 0.291, 0.008], [0.195, 0.151, 0.376], [-0.155, 0.072, 0.298], [-0.047, -0.026, 0.011], [-0.521, -0.375, -0.002], [0.189, 0.884, -0.534], [0.199, -0.279, 0.190], [-0.098, -0.799, -0.396], [-0.186, 0.266, 0.064], [0.151, 0.178, 0.367], [0.056, 0.011, -0.272], [0.019, -0.017, -0.123], [0.186, 0.366, 0.452], [0.039, -0.147, -0.012], [0.262, 0.722, 0.031], [-0.404, 0.199, 0.155], [0.282, -0.111, 0.239], [0.221, -0.423, 0.025], [-0.087, -0.463, -0.134], [0.051, 0.023, 0.141], [-0.022, -0.387, 0.165], [-0.022, 0.152, -0.256], [0.097, 0.063, -0.003], [-0.251, 0.175, -0.217], [-0.594, -0.100, 0.460], [-0.583, 0.234, -0.165], [0.534, 0.496, -0.098], [0.191, -0.340, 0.012], [-0.591, 0.554, -0.058], [0.687, -1.084, 0.962], [0.145, 0.008, -0.662], [0.410, -0.456, 0.050], [0.265, 0.124, 0.482], [-0.164, 0.257, 0.009], [-0.656, -0.072, -0.392], [0.038, 0.211, -0.534], [0.434, -0.162, 1.031], [-0.691, 0.599, 0.001], [0.215, -0.201, 1.105], [0.087, -0.041, -0.507], [0.124, 0.117, -0.425], [-0.741, -0.986, -0.324], [-0.114, 0.020, -0.091], [-0.118, -0.456, -0.384], [0.069, 0.218, -0.531], [0.226, 0.111, 0.256], [0.143, 0.509, 0.224], [0.189, 0.353, -0.192], [-0.746, -1.270, 0.307], [1.158, 1.149, 0.127], [-0.784, -1.152, -0.190], [0.031, 0.138, 0.163], [0.573, 0.959, -0.255], [-1.710, 0.646, 0.563], [-0.010, -0.022, -0.180], [0.032, 0.620, -0.139], [0.166, 0.112, -0.028], [0.095, -0.617, -0.298], [0.319, -0.754, 0.061], [0.994, 0.260, -0.140], [0.498, 1.067, 0.338], [0.300, 0.516, -0.335], [-0.492, -0.479, 0.403], [0.340, 0.051, 0.452], [0.145, 0.104, -0.614], [0.155, -0.213, 0.171], [-0.112, -0.072, -0.159], [-0.541, -0.335, -0.127], [0.117, -0.614, 0.179], [-0.127, 0.041, -0.118], [0.028, 0.287, -0.051], [-0.006, -0.187, 0.066], [0.349, -0.540, -0.687], [-1.353, 0.534, 0.911], [0.365, 0.168, 0.024], [0.274, 0.082, -0.108], [-0.128, -0.059, 0.134], [1.529, 0.149, -0.731], [0.020, -0.243, -0.083], [0.336, -0.371, 0.218], [-0.176, 0.663, -0.161], [-0.276, -0.162, 0.424], [-0.673, -0.196, 0.107], [-0.283, -0.074, -0.039]],
  "e_tot_ev": -176287.882,
  "homo_ev": -10.372,
  "charge": 1,
  "homo_lumo_gap_ha": 0.32603
}